# 1
{
  "formula": "C3H12N2",
  "method": "wB97M-V/def2-TZVPD",
  "symbols": ["N", "C", "N", "H", "H", "H", "H", "H", "H", "C", "C", "H", "H", "H", "H", "H", "H"],
  "coordinates": [[1.590, -0.326, 2.892], [1.862, 0.517, 1.730], [1.315, -0.039, 0.529], [1.869, 0.064, 3.783], [0.606, -0.577, 2.899], [2.949, 0.649, 1.640], [1.469, 1.539, 1.831], [0.345, 0.208, 0.411], [1.467, -1.039, 0.462], [-1.657, -0.524, -2.679], [-2.852, 0.390, -2.379], [-0.805, 0.043, -3.036], [-1.372, -1.023, -1.746], [-1.963, -1.310, -3.355], [-2.565, 1.194, -1.695], [-3.624, -0.190, -1.857], [-3.280, 0.832, -3.266]],
  "lowdin_charge": [-0.020, -0.406, -0.009, 0.055, 0.057, 0.101, 0.102, 0.052, 0.069, -0.169, -0.175, 0.060, 0.055, 0.055, 0.058, 0.063, 0.053],
  "e_lumo_ev": 1.0,
  "orbital_gap_ev": 10.160,
  "total_energy_ha": -230.9887,
  "largest_force_ev_per_a": 1.03,
  "multiplicity": 1
}

# 2
{
  "formula": "C3H12N2O",
  "method": "wB97M-V/def2-TZVPD",
  "symbols": ["C", "C", "O", "H", "H", "H", "H", "H", "H", "N", "C", "N", "H", "H", "H", "H", "H", "H"],
  "coordinates": [[1.017, -1.690, -2.566], [1.324, -1.642, -1.088], [0.580, -0.627, -0.400], [1.266, -2.683, -2.953], [-0.043, -1.539, -2.769], [1.555, -0.954, -3.156], [2.382, -1.432, -0.942], [1.072, -2.571, -0.575], [0.964, 0.226, -0.644], [-0.431, 2.375, 1.571], [-0.966, 1.075, 2.014], [-2.389, 0.956, 1.779], [-0.280, 2.424, 0.573], [0.406, 2.650, 2.067], [-0.387, 0.262, 1.551], [-0.754, 1.014, 3.082], [-2.762, 1.840, 1.445], [-2.553, 0.317, 1.011]],
  "lowdin_charge": [-0.094, -0.307, -0.106, 0.075, 0.074, 0.068, 0.108, 0.114, 0.081, -0.013, -0.380, -0.005, 0.047, 0.053, 0.080, 0.095, 0.058, 0.053],
  "e_lumo_ev": 0.7,
  "orbital_gap_ev": 9.528,
  "total_energy_ha": -306.2205,
  "largest_force_ev_per_a": 1.19,
  "multiplicity": 1
}

# 3
{
  "formula": "C3H12N2O",
  "method": "wB97M-V/def2-TZVPD",
  "symbols": ["C", "N", "C", "C", "N", "H", "H", "H", "H", "H", "H", "H", "H", "H", "H", "O", "H", "H"],
  "coordinates": [[-1.768, 0.481, 0.255], [-0.408, 0.178, 0.764], [0.658, 1.097, 0.294], [1.670, 0.373, -0.666], [1.065, -0.425, -1.722], [-2.502, 0.240, 1.037], [-1.985, 1.516, 0.042], [-1.982, -0.186, -0.580], [-0.587, 0.493, 1.711], [1.194, 1.517, 1.145], [0.186, 1.867, -0.341], [2.141, -0.284, 0.078], [2.398, 1.155, -0.873], [0.319, -0.937, -1.254], [0.572, 0.265, -2.293], [-0.234, -2.592, 0.428], [0.037, -1.748, 0.873], [-0.774, -3.011, 1.104]],
  "lowdin_charge": [-0.122, -0.153, -0.224, -0.288, 0.019, 0.081, 0.068, 0.074, 0.093, 0.109, 0.102, 0.100, 0.102, 0.033, 0.067, -0.099, 0.013, 0.025],
  "e_lumo_ev": 0.8,
  "orbital_gap_ev": 9.999,
  "total_energy_ha": -306.2099,
  "largest_force_ev_per_a": 3.17,
  "multiplicity": 1
}

# 4
{
  "formula": "C3H12N2O",
  "method": "wB97M-V/def2-TZVPD",
  "symbols": ["C", "C", "N", "C", "N", "H", "H", "H", "H", "H", "H", "H", "H", "H", "H", "O", "H", "H"],
  "coordinates": [[-0.854, -1.977, 0.305], [0.047, -1.108, -0.599], [-0.578, 0.145, -1.014], [-1.230, 0.852, 0.056], [-0.282, 1.536, 0.991], [-1.834, -2.100, -0.204], [-1.059, -1.684, 1.234], [-0.224, -2.855, 0.317], [1.002, -0.855, -0.250], [0.176, -1.633, -1.533], [-0.078, 0.843, -1.560], [-1.898, 0.005, 0.573], [-1.998, 1.526, -0.396], [-0.421, 2.544, 0.852], [0.632, 1.075, 0.981], [2.275, 0.472, 0.135], [3.016, 1.268, 0.121], [2.735, -0.284, 0.383]],
  "lowdin_charge": [-0.081, -0.276, -0.104, -0.332, 0.004, 0.097, 0.010, 0.072, 0.038, 0.105, 0.107, 0.115, 0.108, 0.057, 0.022, -0.112, 0.167, 0.003],
  "e_lumo_ev": 0.4,
  "orbital_gap_ev": 8.193,
  "total_energy_ha": -306.1708,
  "largest_force_ev_per_a": 6.11,
  "multiplicity": 1
}

# 5
{
  "formula": "C3H12N2O2",
  "method": "wB97M-V/def2-TZVPD",
  "symbols": ["C", "C", "N", "C", "N", "H", "H", "H", "H", "H", "H", "H", "H", "H", "H", "O", "H", "H", "O"],
  "coordinates": [[-0.108, 1.439, 1.495], [0.758, 1.637, 0.167], [1.351, 0.368, -0.229], [1.035, -0.380, -1.256], [1.410, -1.584, -1.486], [-1.032, 0.840, 1.436], [-0.649, 2.354, 1.799], [0.457, 1.061, 2.360], [0.216, 2.133, -0.789], [1.544, 2.337, 0.424], [1.832, -0.226, 0.490], [0.619, -0.017, -2.177], [1.564, -1.826, -2.514], [-0.049, -1.891, -0.213], [-1.424, -2.700, 0.031], [-0.625, -2.307, 0.483], [-2.028, -1.096, -0.124], [-2.121, 0.292, 0.138], [-2.749, -0.434, -0.034]],
  "lowdin_charge": [-0.191, -0.396, -0.018, -0.568, -0.017, 0.027, 0.031, 0.057, 0.076, 0.036, 0.159, 0.067, 0.041, -0.019, 0.052, -0.149, -0.027, -0.020, -0.143],
  "e_lumo_ev": [4.0, 3.9],
  "orbital_gap_ev": [2.881, 9.462],
  "total_energy_ha": -381.3870,
  "total_charge": -1,
  "largest_force_ev_per_a": 4.42,
  "multiplicity": 2
}

# 6
{
  "formula": "C3H12N2O2",
  "method": "wB97M-V/def2-TZVPD",
  "symbols": ["C", "C", "N", "C", "N", "H", "H", "H", "H", "H", "H", "H", "H", "O", "H", "H", "O", "H", "H"],
  "coordinates": [[0.679, -0.676, -1.745], [0.024, 0.310, -0.697], [0.873, 0.387, 0.480], [0.354, 0.696, 1.605], [-0.971, 0.746, 1.933], [1.738, -0.481, -1.932], [0.710, -1.605, -1.181], [0.129, -0.441, -2.656], [0.083, 1.323, -1.100], [-0.969, -0.053, -0.427], [1.002, 1.076, 2.394], [-1.711, 0.278, 1.444], [-1.149, 0.717, 2.921], [-3.638, 0.273, -0.520], [-3.207, 0.182, -1.385], [-4.044, -0.590, -0.396], [3.301, -1.087, 0.597], [2.651, -0.405, 0.300], [4.145, -0.651, 0.365]],
  "lowdin_charge": [-0.085, -0.273, -0.034, -0.275, 0.099, 0.059, 0.072, 0.063, 0.115, 0.072, 0.123, 0.065, 0.084, -0.061, 0.041, 0.038, -0.117, -0.017, 0.034],
  "e_lumo_ev": 0.6,
  "orbital_gap_ev": 9.564,
  "total_energy_ha": -381.4647,
  "largest_force_ev_per_a": 2.41,
  "multiplicity": 1
}

# 7
{
  "formula": "C3H12N2O2",
  "method": "wB97M-V/def2-TZVPD",
  "symbols": ["N", "C", "C", "N", "C", "O", "H", "H", "H", "H", "H", "H", "H", "H", "H", "H", "O", "H", "H"],
  "coordinates": [[-0.450, 2.363, 0.537], [-0.910, 1.567, -0.672], [0.114, 0.531, -1.096], [0.557, -0.379, -0.096], [1.568, -1.350, -0.484], [1.531, -2.373, 0.465], [-0.959, 3.169, 0.847], [0.451, 2.689, 0.126], [-1.324, 2.437, -1.420], [-1.931, 1.222, -0.452], [-0.489, -0.070, -1.853], [0.962, 0.966, -1.755], [0.939, 0.203, 0.754], [1.374, -1.864, -1.417], [2.665, -1.020, -0.628], [0.908, -2.265, 1.243], [-2.124, -0.555, 1.105], [-1.876, 0.200, 1.705], [-1.348, -0.626, 0.722]],
  "lowdin_charge": [-0.033, -0.287, -0.283, -0.091, -0.321, -0.084, 0.051, 0.072, 0.149, 0.082, 0.138, 0.137, 0.169, 0.112, 0.140, 0.122, -0.025, 0.071, -0.118],
  "e_lumo_ev": 0.8,
  "orbital_gap_ev": 10.353,
  "total_energy_ha": -381.4062,
  "largest_force_ev_per_a": 7.33,
  "multiplicity": 1
}

What did the seventh record say?
{
  "formula": "C3H12N2O2",
  "method": "wB97M-V/def2-TZVPD",
  "symbols": ["N", "C", "C", "N", "C", "O", "H", "H", "H", "H", "H", "H", "H", "H", "H", "H", "O", "H", "H"],
  "coordinates": [[-0.450, 2.363, 0.537], [-0.910, 1.567, -0.672], [0.114, 0.531, -1.096], [0.557, -0.379, -0.096], [1.568, -1.350, -0.484], [1.531, -2.373, 0.465], [-0.959, 3.169, 0.847], [0.451, 2.689, 0.126], [-1.324, 2.437, -1.420], [-1.931, 1.222, -0.452], [-0.489, -0.070, -1.853], [0.962, 0.966, -1.755], [0.939, 0.203, 0.754], [1.374, -1.864, -1.417], [2.665, -1.020, -0.628], [0.908, -2.265, 1.243], [-2.124, -0.555, 1.105], [-1.876, 0.200, 1.705], [-1.348, -0.626, 0.722]],
  "lowdin_charge": [-0.033, -0.287, -0.283, -0.091, -0.321, -0.084, 0.051, 0.072, 0.149, 0.082, 0.138, 0.137, 0.169, 0.112, 0.140, 0.122, -0.025, 0.071, -0.118],
  "e_lumo_ev": 0.8,
  "orbital_gap_ev": 10.353,
  "total_energy_ha": -381.4062,
  "largest_force_ev_per_a": 7.33,
  "multiplicity": 1
}